Formula: C2H5N6
Source: the Open Molecules 2025 dataset
Level of theory: ωB97M-V/def2-TZVPD

Values from the calculation:
Total charge ... +1
E_LUMO (spin up / spin down) ... -0.212 / -0.212 Ha
Energy above the lowest of the compared OMol25 structures with the same formula, charge and spin ... 5.0 kcal/mol

Element x y z (Å)
1 N -1.86685 0.22460 -0.85515
2 N 1.44523 0.22652 0.46752
3 N 0.19094 -0.20193 0.05728
4 N -0.21338 1.90988 -0.90979
5 N -0.26484 -2.46374 0.92883
6 N -2.20590 -0.84048 -0.44330
7 C -0.62331 0.71392 -0.55819
8 C -0.38679 -1.37471 0.44299
9 H -0.85119 2.54273 -1.37243
10 H 1.43017 0.73158 1.35486
11 H 0.47461 -3.09029 1.19906
12 H 0.76234 2.16312 -0.81875
13 H 2.10899 -0.54120 0.50709

Force components x, y, z for each atom (eV/Å):
N -2.36 1.89 -1.56
N 0.79 0.45 0.11
N -0.06 1.58 -0.33
N -0.45 -1.06 0.25
N 0.05 0.32 -0.27
N 2.73 -1.78 1.85
C 2.91 -0.45 0.68
C -3.42 -0.69 -0.76
H -0.14 -0.06 -0.07
H -0.25 -0.35 -0.07
H 0.35 0.15 0.16
H 0.04 -0.05 0.14
H -0.19 0.05 -0.15

Formula: C6H10OS
Source: the Open Molecules 2025 dataset
Level of theory: ωB97M-V/def2-TZVPD

Values from the calculation:
E_LUMO ... 0.029 Ha
Energy above the lowest of the compared OMol25 structures with the same formula, charge and spin ... 16.6 kcal/mol

Element x y z (Å)
1 S -1.32333 0.17400 -0.67994
2 O -0.18817 -0.08827 2.15110
3 C 0.94918 -0.06576 -1.33995
4 C 0.65433 2.11055 0.20214
5 C 0.31056 -1.69919 0.27793
6 C 0.39079 0.66706 -0.10119
7 C -0.12373 -1.15475 -1.06916
8 C 0.63000 -0.34483 1.02565
9 H 0.12731 2.33417 1.12898
10 H -0.41015 -1.88386 -1.83195
11 H 1.70278 2.27826 0.41092
12 H -1.09004 0.07402 1.79522
13 H 0.32820 2.80164 -0.60248
14 H 0.79944 0.51246 -2.26567
15 H -0.49304 -2.22464 0.78265
16 H 1.67792 -0.30488 1.41018
17 H 1.18082 -2.35898 0.17755
18 H 1.98866 -0.38450 -1.30759

Force components x, y, z for each atom (eV/Å):
S -0.13 0.17 0.26
O -0.41 0.04 -0.30
C -0.31 0.15 -0.34
C -0.48 0.24 -0.08
C 0.16 0.49 0.41
C 0.21 0.10 -0.61
C 0.35 -0.14 -0.84
C 0.28 -0.43 0.31
H -0.11 0.31 -0.02
H 0.06 0.24 0.11
H 0.40 -0.01 -0.08
H 0.56 -0.24 0.26
H 0.16 -0.51 0.47
H -0.16 -0.28 0.36
H -0.01 -0.13 0.14
H -0.68 0.02 -0.40
H -0.11 0.14 0.09
H 0.22 -0.15 0.25

Formula: C2H5NO3S
Source: the Open Molecules 2025 dataset
Level of theory: ωB97M-V/def2-TZVPD

Values from the calculation:
E_LUMO (spin up / spin down) ... -0.006 / -0.006 Ha
Energy above the lowest of the compared OMol25 structures with the same formula, charge and spin ... 92.0 kcal/mol

Element x y z (Å)
1 S 0.54539 0.28001 -1.97751
2 O 0.58371 1.70276 -2.10941
3 O -1.13857 -0.28573 0.43219
4 O 0.90638 0.23058 1.39576
5 N 2.14783 -0.27497 -2.17556
6 C 0.11754 0.01546 0.50074
7 C -1.91136 -0.20604 1.58633
8 H 2.24696 -1.13760 -1.65834
9 H -2.94156 -0.18587 1.31386
10 H -1.76705 -1.00790 2.43008
11 H -1.66691 0.73398 1.99723
12 H 2.87766 0.13532 -1.73535

Force components x, y, z for each atom (eV/Å):
S 0.68 -1.74 2.61
O -0.07 1.84 -0.43
O -0.06 -0.98 -0.86
O -2.09 -0.45 -1.30
N -2.72 -2.37 -0.96
C 3.32 0.57 -1.79
C -0.40 -1.11 3.00
H -0.76 -1.16 -0.43
H -0.63 -0.21 -0.42
H 0.15 1.18 -1.96
H 0.03 1.09 1.04
H 2.54 3.35 1.49

Formula: CH3O3
Source: the Open Molecules 2025 dataset
Level of theory: ωB97M-V/def2-TZVPD

Values from the calculation:
Total charge ... +1
E_LUMO ... -0.228 Ha
Energy above the lowest of the compared OMol25 structures with the same formula, charge and spin ... 7.0 kcal/mol

Element x y z (Å)
1 O 0.24196 0.18918 -0.63985
2 O 2.73391 -0.37783 0.40663
3 O -0.84587 0.36075 0.18842
4 C 1.61072 -0.43635 0.65097
5 H 0.84568 -0.66783 1.29133
6 H -1.49821 0.13600 -0.49272
7 H 0.42622 1.08915 -0.86144

Force components x, y, z for each atom (eV/Å):
O 2.30 -1.06 -0.15
O -4.03 -0.03 0.40
O -1.52 -0.29 0.40
C 5.69 0.66 -2.20
H -2.23 -0.65 1.70
H -1.02 -0.08 0.67
H 0.80 1.45 -0.82

Listing total energy for the structures above in their given order: -407.34762; -708.02382; -757.75429; -265.16642 Ha.